Here is C24H35N7O5Ru as an isolated structure from OMol25. Energies are from wB97M-V/def2-TZVPD.

Cartesian coordinates (Å):
Ru (-0.088, -0.649, 0.387)
C (0.416, 2.180, -0.079)
C (-1.117, 2.121, -0.153)
N (-1.627, 0.817, 0.372)
C (-2.267, 0.951, 1.726)
C (-1.923, -0.239, 2.598)
N (-0.485, -0.601, 2.427)
C (0.528, 0.253, 3.113)
C (0.841, 1.489, 2.288)
N (0.955, 1.133, 0.836)
H (0.758, 3.168, 0.231)
H (0.839, 1.974, -1.062)
H (-1.425, 2.217, -1.191)
H (-1.580, 2.937, 0.400)
H (-2.320, 0.470, -0.286)
H (-3.347, 1.052, 1.620)
H (-1.912, 1.872, 2.180)
H (-2.494, -1.116, 2.293)
H (-2.148, -0.038, 3.647)
H (-0.382, -1.540, 2.807)
H (1.421, -0.361, 3.226)
H (0.186, 0.530, 4.112)
H (1.767, 1.943, 2.638)
H (0.069, 2.249, 2.391)
H (1.942, 1.049, 0.614)
O (-1.033, -2.213, -0.428)
O (-0.061, -1.931, -1.253)
C (-4.029, -0.469, -6.707)
N (-3.521, -0.722, -5.354)
N (-2.492, -0.073, -4.834)
C (-2.465, -0.332, -3.405)
O (-1.575, 0.091, -2.696)
C (-3.605, -1.179, -3.171)
C (-4.221, -1.401, -4.354)
C (-5.439, -2.180, -4.682)
C (-1.469, 0.538, -5.600)
C (-0.982, -0.099, -6.742)
C (0.010, 0.520, -7.478)
C (0.503, 1.759, -7.081)
C (0.015, 2.379, -5.936)
C (-0.972, 1.772, -5.183)
H (-3.644, 0.487, -7.050)
H (-5.114, -0.438, -6.655)
H (-3.718, -1.258, -7.389)
H (-3.891, -1.589, -2.217)
H (-5.708, -2.812, -3.840)
H (-5.286, -2.809, -5.559)
H (-6.280, -1.513, -4.886)
H (-1.336, -1.082, -7.022)
H (0.407, 0.034, -8.358)
H (1.269, 2.244, -7.670)
H (0.393, 3.350, -5.645)
H (-1.389, 2.258, -4.313)
O (-0.845, -7.401, 2.219)
C (0.473, -7.254, 2.685)
N (0.963, -6.066, 2.006)
C (1.914, -5.275, 2.532)
O (2.492, -5.464, 3.580)
C (2.240, -4.016, 1.760)
C (3.570, -3.666, 1.549)
C (3.854, -2.461, 0.930)
C (2.812, -1.616, 0.602)
N (1.530, -1.919, 0.856)
C (1.254, -3.125, 1.387)
H (-1.168, -8.281, 2.441)
H (1.090, -8.120, 2.434)
H (0.526, -7.070, 3.759)
H (0.626, -5.926, 1.067)
H (4.356, -4.337, 1.872)
H (4.871, -2.164, 0.713)
H (3.012, -0.671, 0.114)
H (0.209, -3.371, 1.537)

Values from the calculation:
- E_HOMO (spin up / spin down) (hartree) = -0.578 / -0.576
- frontier orbital gap (spin up / spin down) (eV) = 3.3 / 3.3
- 2S+1 = 2
- strongest force on any atom (eV/A) = 1.2
- total charge = +3
- LUMO level (spin up / spin down) (eV) = -12.396 / -12.396

Here is C24H36AsN3O5RuS2Si2 as an isolated structure from OMol25. Energies are from wB97M-V/def2-TZVPD.

Cartesian coordinates (Å):
Ru (0.314, 1.404, 0.068)
C (0.796, 5.501, -1.110)
C (0.336, 4.140, -0.690)
N (1.138, 3.160, -0.406)
O (2.482, 3.486, -0.430)
C (-1.048, 3.806, -0.552)
C (-2.173, 4.765, -0.754)
N (-1.271, 2.555, -0.161)
O (-2.462, 2.148, 0.026)
H (1.851, 5.487, -1.366)
H (0.644, 6.227, -0.305)
H (0.214, 5.841, -1.969)
H (2.988, 2.651, -0.299)
H (-1.882, 5.780, -0.473)
H (-3.013, 4.444, -0.137)
H (-2.528, 4.794, -1.791)
S (-0.164, -0.975, 0.383)
C (2.026, -4.085, 3.123)
C (2.581, -3.028, 2.208)
C (2.911, -3.338, 0.889)
C (3.332, -2.355, 0.013)
C (3.437, -1.041, 0.448)
C (3.142, -0.721, 1.759)
C (2.717, -1.713, 2.632)
S (3.750, 0.239, -0.748)
O (4.721, -0.289, -1.686)
O (4.216, 1.399, 0.020)
O (2.424, 0.484, -1.328)
H (2.575, -5.025, 3.030)
H (0.980, -4.287, 2.878)
H (2.065, -3.766, 4.165)
H (2.806, -4.361, 0.539)
H (3.562, -2.589, -1.019)
H (3.206, 0.311, 2.081)
H (2.451, -1.449, 3.650)
C (-3.061, -2.905, -0.002)
Si (-3.178, -1.427, -1.166)
C (-4.045, -2.073, -2.727)
C (-4.351, -0.175, -0.388)
As (-1.056, -0.457, -1.602)
Si (-0.152, -2.165, -2.988)
C (1.609, -1.738, -3.489)
C (-1.076, -2.324, -4.641)
C (-0.158, -3.851, -2.133)
H (-4.072, -3.210, 0.287)
H (-2.497, -2.628, 0.889)
H (-2.555, -3.756, -0.463)
H (-5.085, -2.290, -2.467)
H (-3.588, -2.997, -3.086)
H (-4.044, -1.354, -3.548)
H (-5.378, -0.380, -0.705)
H (-4.078, 0.846, -0.647)
H (-4.305, -0.243, 0.701)
H (1.600, -1.126, -4.395)
H (2.168, -2.654, -3.704)
H (2.138, -1.176, -2.722)
H (-1.243, -1.339, -5.086)
H (-2.041, -2.824, -4.567)
H (-0.446, -2.894, -5.331)
H (0.085, -3.720, -1.075)
H (0.581, -4.522, -2.580)
H (-1.140, -4.326, -2.197)
N (-0.277, 3.153, 7.235)
C (-0.175, 2.877, 6.118)
C (-0.049, 2.538, 4.738)
C (-0.973, 1.679, 4.128)
C (-0.847, 1.356, 2.793)
C (0.197, 1.860, 1.983)
C (1.102, 2.730, 2.632)
C (0.996, 3.061, 3.970)
H (-1.792, 1.276, 4.714)
H (-1.576, 0.697, 2.337)
H (1.924, 3.152, 2.063)
H (1.715, 3.728, 4.431)

Values from the calculation:
- E_HOMO (hartree) = -0.048
- frontier orbital gap (eV) = 5.9
- strongest force on any atom (eV/A) = 0.5
- total charge = -2
- LUMO level (eV) = 4.598